# 1
Computed, not measured: a molecular structure, C33H42ClN3O9SbTi, with wB97M-V/def2-TZVPD.

The molar mass comes out at 829.791 g mol⁻¹. As for the charge: -1. As for the relative energy (zero: lowest compared OMol25 entry of this formula, charge and spin): 77.66 kJ/mol. For the LUMO energy, the calculation gives 2.34 eV. The electronic energy comes out at -3674.1167 hartree. Its HOMO-LUMO gap is 7.689 eV.

Positions of all 90 atoms, in Å:
Ti 0.789 1.000 -0.334
O 3.503 -1.711 -0.265
C 2.676 -0.965 -0.715
O 2.613 0.345 -0.527
C 1.492 -1.407 -1.634
O 1.549 -2.367 -2.363
O 0.498 -0.564 -1.537
C -3.617 -3.979 2.375
O -3.953 -3.067 3.430
C -2.881 -2.715 4.219
C -2.701 -3.315 5.450
C -1.619 -2.965 6.249
C -0.712 -2.028 5.784
C -0.886 -1.418 4.550
C -1.991 -1.733 3.764
N -2.260 -1.109 2.537
C -1.316 -0.261 1.940
N -1.167 0.915 2.588
C 0.091 1.542 2.730
C 1.063 1.505 1.747
C 2.321 2.035 2.089
C 2.564 2.615 3.314
C 1.552 2.689 4.274
C 0.320 2.144 3.982
O -0.748 2.113 4.850
C -0.546 2.648 6.138
N -0.649 -0.556 0.875
C -0.617 -1.950 0.542
C 0.505 -2.668 0.948
C 0.639 -4.021 0.687
C -0.373 -4.684 0.011
C -1.498 -3.986 -0.393
C -1.634 -2.626 -0.133
O -2.839 -2.074 -0.471
C -2.834 -0.814 -1.159
H -3.947 -4.985 2.642
H -2.541 -3.994 2.198
H -4.125 -3.658 1.465
H -3.421 -4.059 5.764
H -1.482 -3.434 7.214
H 0.155 -1.768 6.379
H -0.156 -0.698 4.203
H -2.807 -1.646 1.880
H -1.798 1.039 3.365
H 3.123 1.990 1.362
H 3.540 3.027 3.541
H 1.744 3.147 5.234
H -0.280 3.708 6.091
H 0.239 2.104 6.672
H -1.488 2.536 6.669
H 1.291 -2.131 1.466
H 1.537 -4.540 0.994
H -0.283 -5.738 -0.218
H -2.304 -4.475 -0.925
H -3.758 -0.787 -1.733
H -1.976 -0.747 -1.828
H -2.811 0.018 -0.458
C 0.010 -0.475 -6.479
C 1.433 -0.275 -5.967
Sb 1.531 1.086 -4.295
C 2.023 2.854 -5.442
C 0.824 3.786 -5.606
C 3.587 0.593 -3.835
C 4.559 0.670 -5.006
H -0.035 -1.195 -7.301
H -0.421 0.461 -6.844
H -0.645 -0.841 -5.685
H 2.082 0.105 -6.759
H 1.849 -1.221 -5.612
H 2.411 2.546 -6.416
H 2.832 3.364 -4.913
H 0.022 3.306 -6.174
H 1.087 4.709 -6.130
H 0.397 4.060 -4.639
H 3.574 -0.418 -3.422
H 3.896 1.255 -3.023
H 4.276 -0.012 -5.810
H 5.575 0.401 -4.700
H 4.605 1.674 -5.433
C -3.036 2.925 -0.215
O -1.847 2.168 -0.014
C -1.048 1.929 -1.136
O -1.420 2.286 -2.225
H -3.141 3.596 0.637
H -3.901 2.257 -0.258
H -2.982 3.494 -1.141
Cl 0.713 4.266 0.021
C 1.527 2.932 -0.953
H 2.591 3.049 -0.757
H 1.285 3.186 -1.984

Atomic forces in eV per Å
-0.55 -0.30 0.64
0.10 -0.03 -0.02
-0.03 0.22 -0.38
-0.08 -0.24 0.20
0.05 0.11 -0.15
0.00 -0.06 0.02
0.23 0.07 0.07
-0.04 -0.04 0.05
0.04 0.09 -0.08
-0.01 -0.02 0.02
0.03 0.00 0.00
-0.05 -0.03 0.01
0.05 0.01 -0.01
0.01 -0.02 0.05
-0.07 0.03 0.03
0.01 0.04 -0.23
-0.08 0.20 0.03
0.08 -0.18 0.08
-0.04 0.07 0.04
0.21 0.01 -0.31
0.01 -0.04 0.01
-0.02 0.02 0.05
0.03 -0.01 -0.03
-0.06 -0.02 -0.04
0.00 0.04 -0.01
0.01 -0.01 -0.01
0.04 0.11 -0.03
-0.01 0.01 0.12
0.04 0.01 0.01
-0.04 0.02 -0.01
0.02 -0.02 0.00
0.03 0.04 -0.05
0.11 -0.15 -0.05
-0.12 0.14 0.17
0.04 -0.03 -0.11
0.02 -0.01 0.01
0.01 0.00 -0.03
0.00 0.00 0.01
0.00 0.00 0.01
0.01 0.00 0.00
0.00 0.01 0.00
0.00 -0.02 0.02
0.01 -0.07 0.00
0.01 0.05 0.00
0.00 0.00 0.00
0.00 0.00 0.00
0.01 0.01 0.00
0.00 0.00 0.01
0.00 0.01 0.00
0.00 -0.01 0.00
-0.01 -0.01 0.00
0.00 0.00 0.00
0.00 0.00 0.00
0.00 0.00 0.00
0.00 0.01 -0.01
0.02 0.03 0.02
0.00 0.01 0.00
-0.04 0.00 -0.01
-0.08 -0.03 -0.10
0.06 -0.03 0.09
-0.04 0.11 -0.10
-0.05 0.00 0.00
0.06 -0.03 0.01
0.05 0.01 -0.03
0.02 0.00 0.00
0.01 0.00 0.01
0.01 0.00 0.01
0.02 -0.04 0.00
0.01 0.00 0.00
0.05 0.02 0.01
0.01 -0.01 0.00
0.01 -0.01 0.00
0.01 0.00 0.00
0.01 0.00 0.00
-0.02 0.01 0.02
0.00 -0.01 0.01
-0.02 0.00 0.01
0.00 0.00 0.02
-0.01 0.00 0.01
-0.03 0.03 0.09
0.07 0.01 -0.26
0.07 -0.03 0.16
-0.03 -0.05 -0.04
-0.01 -0.02 0.01
0.00 0.00 -0.02
0.03 0.01 0.00
0.23 -0.13 -0.25
-0.51 0.31 0.38
0.03 -0.07 -0.05
0.10 -0.12 -0.06


# 2
Computed, not measured: 2 unconnected molecules or ions with the total composition C2F2I2 in a non-equilibrium geometry, with wB97M-V/def2-TZVPD.

The molar mass comes out at 315.826 g mol⁻¹. As for the structure (SMILES): FC#CF.II. As for the relative energy (zero: lowest compared OMol25 entry of this formula, charge and spin): 230.14 kJ/mol. For the LUMO energy, the calculation gives -2.16 eV. The electronic energy comes out at -871.1829 hartree. Its HOMO-LUMO gap is 7.402 eV.

Positions of all 6 atoms, in Å:
F -0.390 -3.156 -0.962
C 0.561 -2.880 -0.141
C 1.080 -1.894 0.406
F 1.774 -1.343 1.378
I -1.707 0.295 0.328
I -3.025 2.633 -0.267

Atomic forces in eV per Å
-0.03 -0.97 -0.39
-0.03 2.62 0.39
0.63 -1.05 1.36
-0.62 -0.55 -1.35
-0.45 0.84 -0.24
0.50 -0.89 0.23


# 3
Computed, not measured: a single C6H10N2 molecule in a non-equilibrium geometry, with wB97M-V/def2-TZVPD.

The molar mass comes out at 110.160 g mol⁻¹. As for the structure (SMILES): C[C@@H]1N[C@H](C)[C@H]1C#N. As for the relative energy (zero: lowest compared OMol25 entry of this formula, charge and spin): 455.02 kJ/mol. For the LUMO energy, the calculation gives 0.87 eV. The electronic energy comes out at -343.9634 hartree. Its HOMO-LUMO gap is 10.307 eV.

Positions of all 18 atoms, in Å:
C 1.614 -0.214 -1.949
C 0.301 -0.189 -1.100
N 0.202 1.048 -0.429
C -0.759 0.567 0.616
C -0.906 0.937 2.002
C 0.068 -0.831 0.303
C -0.794 -2.134 0.378
N -1.753 -2.833 0.099
H 2.129 -1.345 -1.823
H 2.337 0.455 -1.181
H 1.734 0.296 -2.927
H -0.787 -0.413 -1.621
H -0.081 1.829 -0.884
H -1.723 0.536 -0.046
H 0.098 1.037 2.577
H -1.365 0.072 2.680
H -1.176 1.994 2.066
H 0.859 -0.810 1.239

Atomic forces in eV per Å
3.06 -1.54 3.92
-1.43 -0.47 -1.39
0.84 0.32 3.86
-0.07 -3.46 -4.85
2.19 0.02 3.72
-0.87 -1.24 3.32
-4.49 -1.30 -2.52
5.57 3.44 1.95
-1.44 3.06 -1.08
-1.66 -1.79 -2.17
-0.74 -0.83 0.51
2.71 0.09 0.43
-0.94 2.76 -2.00
0.79 -0.32 1.98
-0.91 -0.43 -1.37
-0.02 2.31 -1.73
-1.27 -0.39 0.53
-1.32 -0.23 -3.11


# 4
Computed, not measured: a molecular structure, C33H40N5O7S3SeTi in a non-equilibrium geometry, with wB97M-V/def2-TZVPD.

The molar mass comes out at 841.739 g mol⁻¹. As for the charge: +1. As for the relative energy (zero: lowest compared OMol25 entry of this formula, charge and spin): 37.86 kJ/mol. For the LUMO energy, the calculation gives -4.16 eV. The electronic energy comes out at -6527.3534 hartree. Its HOMO-LUMO gap is 5.703 eV.

Positions of all 90 atoms, in Å:
Ti -0.015 -0.152 -0.325
C -0.925 1.309 3.525
C -2.377 1.096 3.110
S -2.531 0.032 1.654
C -3.600 0.999 0.579
C -3.054 2.358 0.171
S -1.408 2.301 -0.601
C -0.572 3.648 0.273
C -0.509 3.513 1.789
S 0.203 1.922 2.256
H -0.887 1.970 4.392
H -0.474 0.361 3.825
H -2.907 0.626 3.939
H -2.876 2.045 2.916
H -3.734 0.363 -0.296
H -4.583 1.133 1.033
H -3.734 2.815 -0.548
H -2.997 3.028 1.026
H 0.432 3.666 -0.155
H -1.061 4.580 -0.013
H 0.114 4.319 2.178
H -1.491 3.629 2.245
O 3.154 -6.128 -2.451
C 2.414 -5.922 -1.486
O 1.705 -6.650 -0.773
C 2.060 -4.443 -1.265
C 1.724 -3.629 -2.343
C 1.195 -2.379 -2.120
N 1.018 -1.894 -0.882
C 1.442 -2.643 0.163
C 1.962 -3.900 0.020
C 1.158 -1.990 1.475
O 1.685 -2.262 2.517
O 0.222 -1.054 1.310
H 1.861 -4.006 -3.348
H 0.897 -1.735 -2.935
H 2.215 -4.493 0.888
C -3.751 3.199 -3.890
O -3.411 1.830 -3.682
C -4.291 1.035 -3.042
C -5.497 1.442 -2.488
C -6.312 0.506 -1.866
C -5.944 -0.830 -1.794
C -4.746 -1.247 -2.350
C -3.919 -0.314 -2.961
N -2.738 -0.651 -3.680
C -1.962 -1.675 -3.605
C -1.951 -2.688 -2.569
C -1.951 -4.040 -2.930
C -1.868 -5.019 -1.961
C -1.765 -4.650 -0.622
C -1.723 -3.314 -0.253
C -1.781 -2.323 -1.225
O -1.536 -1.030 -0.905
H -2.923 3.625 -4.448
H -3.856 3.719 -2.936
H -4.673 3.286 -4.467
H -5.808 2.475 -2.554
H -7.255 0.828 -1.444
H -6.594 -1.552 -1.320
H -4.472 -2.291 -2.325
H -2.467 0.051 -4.379
H -1.232 -1.730 -4.410
H -2.019 -4.313 -3.976
H -1.853 -6.063 -2.239
H -1.668 -5.415 0.137
H -1.592 -3.019 0.780
C 4.550 -1.279 1.414
N 3.653 -0.139 1.225
C 3.133 0.489 2.433
C 3.128 0.174 0.021
O 1.901 0.552 -0.052
N 3.931 0.098 -1.047
C 3.441 0.097 -2.415
C 5.386 0.157 -0.926
H 4.203 -1.826 2.289
H 5.587 -0.978 1.569
H 4.489 -1.952 0.561
H 3.895 0.393 3.205
H 2.219 0.018 2.790
H 2.952 1.544 2.254
H 2.365 0.144 -2.416
H 3.773 -0.810 -2.924
H 3.834 0.964 -2.947
H 5.665 0.704 -0.029
H 5.766 0.691 -1.794
H 5.843 -0.832 -0.906
Se 0.014 1.110 -5.126
C 0.137 0.749 -3.406
N 0.237 0.511 -2.263

Atomic forces in eV per Å
-0.13 0.49 0.91
-0.02 0.00 0.04
0.01 0.02 0.01
0.01 0.01 -0.07
-0.04 0.00 -0.02
0.01 0.01 0.05
-0.15 -0.06 -0.24
0.04 0.00 0.00
0.00 0.03 -0.01
-0.04 0.03 -0.02
0.01 0.00 0.00
0.01 -0.01 -0.03
0.00 0.01 0.00
0.01 0.00 -0.02
-0.02 -0.02 -0.03
0.00 -0.01 0.02
-0.01 0.00 -0.02
-0.01 0.00 0.00
0.00 -0.02 0.00
0.01 0.01 0.00
-0.01 0.00 0.01
0.00 -0.02 0.00
0.37 -0.08 0.24
-0.83 0.08 -0.93
0.25 -0.01 0.36
0.27 0.03 0.31
0.00 -0.04 -0.03
0.00 -0.01 0.04
0.17 -0.08 -0.18
-0.04 0.01 -0.06
-0.08 0.01 0.02
-0.02 -0.14 -0.19
-0.16 -0.08 0.10
0.25 -0.05 0.12
0.01 0.00 0.01
0.00 -0.01 -0.01
-0.01 0.02 0.02
0.02 -0.02 -0.01
0.01 0.01 -0.01
0.02 0.01 0.05
0.01 0.01 0.01
0.00 0.00 0.02
0.01 0.01 0.03
0.04 0.03 -0.03
0.02 0.02 0.02
0.04 0.03 -0.06
0.06 -0.01 0.01
-0.04 0.00 -0.03
0.00 -0.02 0.02
0.00 0.01 0.01
0.00 0.01 -0.01
0.01 0.01 0.00
0.00 0.01 -0.02
0.07 -0.09 0.00
0.00 0.00 0.00
0.00 0.00 0.01
0.00 0.00 0.00
-0.01 0.00 0.00
0.00 0.00 0.00
0.00 0.00 0.00
0.03 -0.04 0.00
-0.01 -0.01 -0.02
-0.01 0.00 -0.02
0.00 0.00 0.00
0.01 0.00 0.00
0.00 0.00 0.00
0.00 -0.01 0.00
-0.01 -0.03 0.02
-0.03 -0.04 0.00
0.10 0.04 -0.01
-0.10 -0.19 0.18
0.05 0.25 -0.48
-0.01 0.03 0.04
0.01 0.01 -0.01
0.00 0.00 0.00
-0.01 -0.01 -0.01
0.00 0.02 0.02
0.02 0.02 -0.01
0.01 0.01 0.00
0.01 -0.04 0.01
0.00 -0.02 0.00
-0.06 -0.01 -0.01
0.01 0.01 0.00
-0.01 0.00 0.00
0.00 -0.02 0.01
0.00 0.02 0.01
0.00 0.00 -0.02
-0.10 -0.12 0.01
0.06 0.20 0.07
-0.10 -0.17 -0.19